Entry from OMol25: a structure of composition C4H4FN3 (wB97M-V/def2-TZVPD).

Values from the calculation:
Kohn-Sham gap: 9.926 eV
LUMO level: 0.35 eV
HOMO level: -0.3518 Ha
Spin multiplicity: 1
Electronic energy: -11397.134 eV

Element x y z (Å)
C 0.94455 -0.92797 0.59874
C 0.99028 -1.73617 1.60157
C -0.13391 0.05639 0.32918
C -1.56000 0.13980 0.19943
H -0.05744 -1.94702 1.93708
H 1.71843 -2.55595 1.88755
H -2.23805 -0.51681 0.87126
H 0.97397 1.39919 -0.97709
N -1.99842 1.04993 -0.63960
N -0.97794 1.52137 -1.21051
N 0.04660 0.88107 -0.67501
F 2.07398 -0.63759 -0.26850